No. 1
4 unconnected molecules or ions with the total composition C4H13N2 at a distorted geometry, computed with wB97M-V/def2-TZVPD.

Calculated values
Largest force on an atom, eV Å⁻¹: 4.2
E, eV: -7311.334
Lowest unoccupied orbital energy (spin up / spin down), Ha: -0.486 / -0.468
<S²>: 1.751

Structure (ORCA input):
```
! RIJCOSX wB97M-V def2-TZVPD def2/J DEFGRID3
* xyz 2 2
H 0.5849 0.8823 -1.5946
H 2.2576 -1.1996 0.3955
C -0.2527 0.1043 -0.0954
N 2.2368 0.4783 -0.2667
H 1.2409 -2.6582 0.7587
H 2.9514 -2.7379 1.1269
C -2.7294 0.5346 0.2240
H -4.7631 5.0451 2.1638
N 2.1617 -2.2648 0.6646
H -3.2247 1.4722 -0.0822
H -5.1193 4.7391 2.9744
H -0.1158 -0.2383 0.9311
H -1.7109 0.8089 -1.5569
C 1.0096 0.0975 -0.9375
H 1.2240 -0.7273 -1.6681
H -3.3693 -0.3474 0.0536
H 2.3312 0.2926 0.8117
C -1.4862 0.4016 -0.5726
H -2.3508 0.4499 1.2528
*
```


No. 2
A molecular structure, C21H24N5PtSSe at a distorted geometry, computed with wB97M-V/def2-TZVPD.

Calculated values
Largest force on an atom, eV Å⁻¹: 1.9
E, eV: -109040.032
Lowest unoccupied orbital energy (spin up / spin down), Ha: -0.133 / -0.133

Structure (ORCA input):
```
! RIJCOSX wB97M-V def2-TZVPD def2/J DEFGRID3
* xyz 1 1
N 0.3663 0.1127 1.6490
C 0.9535 1.0188 -5.3718
H -2.8725 2.0383 -1.4975
H -1.2375 -1.7618 0.4123
H 1.8324 1.6515 -5.3509
H -1.0404 1.7631 0.0559
H -1.6165 0.1282 -7.3881
C -0.4774 -0.5839 -4.2821
S -1.1318 -0.0673 2.4519
C -2.4641 -1.3829 -1.1770
C -2.9549 0.0109 -0.8060
H -0.8188 -2.5757 -0.9347
H -2.0316 0.3311 7.2355
C 3.8590 -0.5596 -0.4573
H -0.4855 2.2301 -1.4168
C -1.6282 0.2002 5.1354
H -2.1602 -1.2653 -5.4235
H -2.0576 0.8934 -2.5615
H -2.6442 0.4243 4.8356
H -4.0127 0.0686 -1.0645
C -0.6735 -0.0582 4.1694
C -0.9869 0.1624 -6.5091
C 0.9887 -0.3518 5.8708
H 3.8099 -1.0137 -1.4385
C 3.8713 0.5360 2.0292
H 5.9518 -0.1194 -0.5424
Se 1.8385 0.2848 -2.7799
C 0.6393 -0.3266 4.5318
H 2.0152 -0.5579 6.1524
C 5.0457 -0.0555 0.0424
C -1.2937 -0.6158 -5.4022
N 1.6196 -0.5399 3.5379
C 2.7338 -0.0261 1.4705
N -0.9233 1.4700 -0.9082
C 5.0452 0.5447 1.2919
C 0.1393 0.9741 -6.4922
H 5.9414 1.0022 1.6878
C -1.2796 0.1529 6.4796
H 2.5563 -0.7165 3.8588
C -2.2312 1.1528 -1.5162
N 2.7120 -0.5156 0.2226
H -2.8801 0.1494 0.2765
N -1.1450 -1.6785 -0.5958
H -0.6782 -1.2133 -3.4239
Pt 0.7280 -0.0857 -0.6984
C 0.0255 -0.1255 6.8452
H -3.2107 -2.1160 -0.8541
H 3.8220 0.9829 3.0134
H -2.3901 -1.4620 -2.2621
C 0.6427 0.2401 -4.2613
H 0.3833 1.5782 -7.3563
H 0.3049 -0.1613 7.8889
C 1.4746 -0.1385 2.2463
*
```


> Which of these has the lowest E?

C21H24N5PtSSe